[1]
The following is a quantum chemistry calculation of a molecular structure, C16H39AsGeO3SZn at a distorted geometry, from the OMol25 dataset.

As for the net charge: +1. Its spin multiplicity is 2. As for the HOMO-LUMO gap (alpha / beta): 9.1099 / 5.3769 eV. As for the expectation value of S²: 0.758. The value obtained for the maximum force is 1.207 eV Å⁻¹.

CARTESIAN COORDINATES (ANGSTROEM)
Zn1 -0.301 -0.098 0.187
C1 -3.295 1.730 0.440
C2 -2.483 2.049 -0.807
C3 -3.106 1.398 -2.034
C4 -2.372 3.556 -0.994
O1 -1.169 1.491 -0.613
Ge1 0.581 2.177 -1.048
O2 0.954 1.653 0.734
C5 1.705 2.317 1.764
C6 2.686 1.310 2.355
C7 2.480 3.486 1.165
C8 0.742 2.825 2.829
O3 0.921 0.294 -1.351
C9 1.791 -0.326 -2.319
C10 2.959 -0.945 -1.564
C11 2.299 0.729 -3.294
C12 1.013 -1.392 -3.075
H1 -4.308 2.126 0.353
H2 -3.362 0.646 0.577
H3 -2.822 2.174 1.320
H4 -4.135 1.735 -2.169
H5 -2.536 1.652 -2.930
H6 -3.109 0.312 -1.922
H7 -3.364 3.998 -1.096
H8 -1.876 4.012 -0.135
H9 -1.800 3.795 -1.893
H10 3.242 0.822 1.552
H11 3.395 1.807 3.019
H12 2.163 0.544 2.934
H13 3.187 3.135 0.410
H14 1.800 4.203 0.699
H15 3.036 4.005 1.947
H16 0.125 2.008 3.206
H17 1.288 3.258 3.668
H18 0.083 3.589 2.411
H19 3.512 -0.175 -1.024
H20 2.592 -1.679 -0.840
H21 3.641 -1.450 -2.250
H22 2.848 1.513 -2.768
H23 2.971 0.274 -4.022
H24 1.468 1.190 -3.832
H25 0.738 -2.213 -2.413
H26 0.095 -0.967 -3.486
H27 1.614 -1.791 -3.894
C13 -2.212 -3.981 2.004
As1 -1.042 -3.702 0.500
C14 0.784 -3.696 1.113
C15 -1.228 -5.275 -0.578
S1 -1.592 -2.013 -0.664
H28 -1.670 -4.445 2.826
H29 -3.013 -4.638 1.675
H30 -2.641 -3.034 2.317
H31 0.833 -4.123 2.112
H32 1.172 -2.681 1.123
H33 1.369 -4.302 0.425
H34 -1.030 -6.153 0.035
H35 -0.523 -5.225 -1.403
H36 -2.242 -5.314 -0.967
C16 -0.671 -0.527 2.215
H37 -1.038 -1.538 2.318
H38 -1.427 0.223 2.437
H39 0.277 -0.355 2.716

Atom charges from the Mulliken analysis, given in e for atoms 1 to 5: number 1, Zn, carries 1.686; number 2, C, carries -1.518; number 3, C, carries 1.496; number 4, C, carries -1.407; number 5, C, carries -1.846

---

[2]
The following is a quantum chemistry calculation of 3 unconnected molecules or ions with the total composition C16H39BF7N7O6P2 at a distorted geometry, from the OMol25 dataset.

As for the HOMO-LUMO gap: 6.8201 eV. The value obtained for the maximum force is 9.444 eV Å⁻¹.

CARTESIAN COORDINATES (ANGSTROEM)
N1 -2.642 -2.035 -4.986
B1 -1.928 -2.721 -6.171
O1 -1.484 -4.122 -5.916
O2 -1.739 -2.019 -7.488
C1 -0.514 -1.169 -7.323
O3 -0.558 -0.234 -6.362
O4 0.637 -1.468 -8.189
C2 0.801 -0.480 -9.266
F1 -0.281 -0.789 -10.274
F2 0.591 0.930 -8.865
C3 2.230 -0.600 -10.081
F3 2.337 -1.878 -10.879
F4 2.235 0.492 -11.125
C4 3.564 -0.345 -9.162
F5 3.313 -0.224 -7.707
F6 4.491 -1.487 -9.431
F7 4.333 0.896 -9.550
H1 -3.531 -2.589 -4.795
H2 -2.068 -2.151 -4.098
H3 -1.761 -4.398 -4.972
C5 0.709 1.021 0.771
N2 -0.143 0.029 0.126
C6 0.522 -1.277 0.237
P1 -1.109 0.224 -1.293
O5 -2.133 -0.827 -0.801
N3 -2.228 1.514 -1.007
C7 -2.159 2.385 0.155
C8 -3.643 1.211 -1.266
N4 0.069 1.433 -1.859
C9 -0.422 2.513 -2.739
C10 1.122 0.754 -2.647
H4 1.616 1.237 0.196
H5 1.032 0.672 1.759
H6 0.204 1.962 0.972
H7 1.466 -1.296 -0.315
H8 -0.104 -2.087 -0.150
H9 0.732 -1.522 1.283
H10 -2.213 1.823 1.090
H11 -2.969 3.121 0.159
H12 -1.254 2.994 0.135
H13 -4.102 0.669 -0.433
H14 -3.754 0.612 -2.177
H15 -4.220 2.130 -1.432
H16 -1.017 2.115 -3.568
H17 0.412 3.090 -3.159
H18 -1.019 3.252 -2.200
H19 0.706 0.302 -3.555
H20 1.604 -0.041 -2.074
H21 1.918 1.452 -2.929
C11 2.256 -0.807 5.315
N5 1.492 0.434 5.345
C12 2.434 1.548 5.169
P2 0.113 0.807 6.317
O6 -0.442 1.778 5.247
N6 -1.120 -0.357 5.967
C13 -0.890 -1.543 5.157
C14 -2.440 0.188 5.611
N7 0.752 -0.310 7.548
C15 -0.220 -0.998 8.423
C16 1.630 0.438 8.474
H22 2.865 -0.950 6.215
H23 2.942 -0.821 4.460
H24 1.641 -1.693 5.180
H25 3.137 1.616 6.004
H26 1.918 2.510 5.094
H27 3.010 1.432 4.246
H28 -0.521 -1.291 4.160
H29 -1.802 -2.136 5.038
H30 -0.198 -2.225 5.653
H31 -2.480 0.503 4.564
H32 -2.691 1.046 6.244
H33 -3.230 -0.555 5.773
H34 -0.938 -0.293 8.856
H35 0.288 -1.519 9.244
H36 -0.769 -1.784 7.901
H37 1.064 1.195 9.031
H38 2.432 0.952 7.942
H39 2.119 -0.236 9.187

Atom charges from the Mulliken analysis, given in e for atoms 1 to 5: number 1, N, carries -0.598; number 2, B, carries 0.683; number 3, O, carries -0.593; number 4, O, carries -0.359; number 5, C, carries 0.413

---

[3]
The following is a quantum chemistry calculation of a molecular structure, C16H39Hg2NO16 at a distorted geometry, from the OMol25 dataset.

As for the HOMO-LUMO gap: 7.4714 eV. The value obtained for the maximum force is 6.332 eV Å⁻¹.

CARTESIAN COORDINATES (ANGSTROEM)
Hg1 0.758 -2.086 0.029
Hg2 -0.931 0.593 3.010
C1 0.629 -1.475 3.121
O1 0.736 -0.519 4.013
O2 1.649 -2.101 2.603
O3 -0.642 -1.686 2.618
C2 0.358 0.754 0.344
O4 1.472 0.188 -0.085
O5 0.282 1.630 1.355
O6 -0.675 -0.110 0.228
C3 -4.420 1.938 -1.817
C4 -3.133 1.467 -1.211
O7 -3.281 0.114 -0.760
O8 -4.598 1.336 -3.084
H1 -4.277 2.989 -2.054
H2 -5.237 1.754 -1.122
H3 -2.959 2.030 -0.280
H4 -2.254 1.584 -1.844
H5 -2.370 -0.210 -0.600
H6 -4.728 0.393 -2.920
C5 1.812 4.661 0.223
C6 0.735 4.169 -0.737
O9 -0.476 3.970 -0.010
O10 2.228 3.657 1.114
H7 1.421 5.546 0.743
H8 2.688 4.992 -0.345
H9 1.109 3.282 -1.261
H10 0.574 4.943 -1.491
H11 -0.412 3.125 0.474
H12 1.487 3.046 1.304
C7 4.292 0.544 -2.058
C8 5.023 0.840 -0.758
O11 4.462 0.198 0.369
O12 3.051 1.255 -2.111
H13 4.058 -0.532 -2.079
H14 4.900 0.805 -2.924
H15 5.160 1.915 -0.574
H16 6.053 0.465 -0.871
H17 3.507 0.400 0.431
H18 2.436 0.901 -1.431
C9 -0.330 3.536 3.926
C10 -1.823 3.589 3.669
O13 -2.229 2.628 2.658
O14 0.074 2.262 4.394
H19 -0.071 4.266 4.697
H20 0.132 3.845 2.982
H21 -2.104 4.610 3.422
H22 -2.369 3.321 4.582
H23 -2.845 3.098 2.086
H24 0.988 2.216 4.698
C11 -2.531 -3.381 0.261
O15 -1.444 -2.916 -0.529
C12 -1.816 -2.765 -1.885
C13 -0.685 -2.131 -2.707
N1 0.686 -2.524 -2.265
C14 0.972 -3.971 -2.468
C15 0.817 -4.921 -1.255
O16 1.013 -4.339 0.040
C16 0.652 -5.232 1.078
H25 -2.582 -4.475 0.156
H26 -3.486 -2.979 -0.074
H27 -2.309 -3.162 1.301
H28 -2.753 -2.229 -2.031
H29 -1.889 -3.786 -2.304
H30 -0.772 -1.042 -2.724
H31 -0.773 -2.442 -3.759
H32 1.321 -2.011 -2.869
H33 2.036 -4.049 -2.722
H34 0.473 -4.318 -3.382
H35 1.507 -5.746 -1.426
H36 -0.225 -5.255 -1.180
H37 1.172 -4.942 1.989
H38 1.135 -6.203 0.899
H39 -0.427 -5.313 1.188

Atom charges from the Mulliken analysis, given in e for atoms 1 to 5: number 1, Hg, carries 1.745; number 2, Hg, carries 1.201; number 3, C, carries 0.785; number 4, O, carries -0.794; number 5, O, carries -0.694

---

[4]
The following is a quantum chemistry calculation of 3 unconnected molecules or ions with the total composition C16H39N3O2P, from the OMol25 dataset.

As for the net charge: +1. As for the HOMO-LUMO gap: 5.0579 eV. The value obtained for the maximum force is 0.989 eV Å⁻¹.

CARTESIAN COORDINATES (ANGSTROEM)
O1 0.763 -3.069 0.729
P1 -0.626 -3.274 -0.040
O2 -1.633 -2.376 0.872
C1 -0.437 -2.003 -1.468
N1 -0.195 -0.738 -1.383
C2 -0.111 -0.114 -2.733
C3 -1.164 -0.992 -3.420
C4 -0.653 -2.365 -2.920
H1 1.210 -2.226 0.619
H2 -2.373 -2.042 0.355
H3 -0.079 -0.245 -0.506
H4 0.874 -0.405 -3.100
H5 -0.271 0.954 -2.796
H6 -2.077 -0.838 -2.844
H7 -1.299 -0.842 -4.482
H8 0.343 -2.602 -3.307
H9 -1.343 -3.201 -2.988
C5 2.624 2.690 -2.126
C6 3.045 2.343 -3.544
N2 2.022 2.660 -4.526
C7 2.305 2.104 -5.842
C8 3.539 2.609 -6.598
C9 1.546 4.038 -4.512
C10 2.573 5.157 -4.723
H10 1.674 2.200 -1.889
H11 3.376 2.349 -1.414
H12 2.496 3.759 -1.966
H13 3.218 1.263 -3.603
H14 4.015 2.817 -3.751
H15 1.420 2.253 -6.466
H16 2.401 1.019 -5.718
H17 3.383 3.600 -7.020
H18 3.758 1.937 -7.429
H19 4.425 2.641 -5.964
H20 1.043 4.210 -3.558
H21 0.758 4.120 -5.264
H22 3.490 4.983 -4.160
H23 2.157 6.106 -4.381
H24 2.838 5.283 -5.771
C11 -0.529 -2.224 4.100
C12 -0.985 -2.459 5.531
N3 -1.757 -1.355 6.070
C13 -1.975 -1.454 7.504
C14 -2.823 -2.617 8.032
C15 -2.906 -0.950 5.281
C16 -3.990 -1.999 4.990
H25 0.050 -1.301 4.027
H26 0.103 -3.052 3.776
H27 -1.367 -2.164 3.408
H28 -0.101 -2.576 6.163
H29 -1.522 -3.420 5.574
H30 -2.412 -0.511 7.843
H31 -0.988 -1.507 7.974
H32 -3.887 -2.465 7.854
H33 -2.689 -2.706 9.111
H34 -2.534 -3.571 7.590
H35 -2.539 -0.564 4.326
H36 -3.358 -0.088 5.777
H37 -3.561 -2.964 4.717
H38 -4.610 -1.667 4.154
H39 -4.655 -2.153 5.838

Atom charges from the natural (NBO) analysis, given in e for atoms 1 to 5: number 1, O, carries -0.953; number 2, P, carries 1.425; number 3, O, carries -0.976; number 4, C, carries 0.134; number 5, N, carries -0.446